The following is a quantum chemistry calculation of a 2-piece molecular cluster, C5H15N2 overall at a distorted geometry, from the Open Molecules 2025 dataset.

Computed properties:
Frontier orbital gap in eV: 5.777
E_LUMO in eV: -8.35
Charge: +1
ΔE to the lowest compared entry with this formula, charge and spin in kJ/mol: 582.9

Last column: natural (NBO) charge in e.
Cartesian coordinates (Å):
C -2.607 -0.128 -0.637  -0.148
N -2.526 -1.573 -0.476  -0.697
C 2.897 -0.297 -0.399  -0.616
C 3.849 0.760 0.162  -0.606
C -1.161 0.617 -0.655  -0.347
N -0.266 0.126 0.285  0.071
C -0.640 0.452 1.576  -0.577
H -3.319 0.090 -1.427  0.265
H -3.079 0.254 0.280  0.219
H 3.012 -1.339 -0.071  0.211
H 3.132 -0.429 -1.469  0.220
H 1.879 -0.106 -0.027  0.192
H 3.506 1.093 1.139  0.196
H 3.720 1.630 -0.490  0.207
H 4.862 0.356 0.198  0.226
H -1.417 1.686 -0.525  0.277
H -0.793 0.507 -1.686  0.262
H -2.510 -2.112 -1.329  0.398
H -1.698 -1.764 0.053  0.366
H -0.127 -0.164 2.330  0.254
H -1.692 0.181 1.868  0.308
H -0.681 1.485 1.982  0.319

***

The following is a quantum chemistry calculation of a 7-piece molecular cluster, C12H38BrN10O6 overall at a distorted geometry, from the Open Molecules 2025 dataset.

Computed properties:
Frontier orbital gap in eV: 5.946
E_LUMO in eV: 2.24
Charge: -1
ΔE to the lowest compared entry with this formula, charge and spin in kJ/mol: 636.9

Last column: natural (NBO) charge in e.
Cartesian coordinates (Å):
Br -0.888 -0.565 0.667  -0.999
C 5.341 0.265 2.370  0.737
O 4.574 0.151 3.265  -0.649
N 6.607 0.208 2.609  -0.826
N 5.076 0.340 1.103  -0.825
H 6.948 0.062 3.549  0.401
H 7.274 0.114 1.856  0.364
H 5.814 0.252 0.419  0.375
H 4.121 0.146 0.838  0.424
C -7.941 1.430 1.072  0.719
O -7.569 2.578 0.893  -0.691
N -9.148 1.152 0.835  -0.802
N -7.122 0.517 1.417  -0.810
H -9.492 0.206 0.920  0.367
H -9.835 1.878 0.689  0.408
H -6.129 0.688 1.344  0.437
H -7.513 -0.327 1.810  0.373
C 1.980 -2.868 -4.540  0.754
O 2.932 -3.177 -5.181  -0.678
N 1.736 -3.456 -3.342  -0.841
N 1.026 -2.123 -5.011  -0.836
H 2.457 -4.015 -2.908  0.408
H 0.932 -3.086 -2.855  0.397
H 1.174 -1.822 -5.964  0.396
H 0.495 -1.485 -4.436  0.398
C -4.614 2.146 -4.023  0.736
O -4.365 2.862 -3.052  -0.669
N -4.072 1.000 -4.279  -0.839
N -5.607 2.380 -4.800  -0.834
H -4.498 0.320 -4.891  0.384
H -3.390 0.818 -3.556  0.427
H -5.945 3.307 -4.582  0.416
H -5.737 1.812 -5.625  0.379
C 0.186 5.545 1.890  -0.629
C -1.029 6.076 1.193  -0.075
C -0.803 6.616 -0.192  -0.049
O -1.966 7.187 -0.620  -0.527
C -1.843 7.870 -1.909  -0.256
N -2.138 5.117 1.219  -0.796
H -0.052 5.320 2.930  0.214
H 0.991 6.272 1.993  0.196
H 0.731 4.771 1.350  0.218
H -1.313 7.008 1.683  0.176
H -0.527 5.802 -0.863  0.155
H 0.028 7.318 -0.127  0.146
H -0.971 8.524 -1.941  0.161
H -2.712 8.405 -2.291  0.192
H -1.736 7.040 -2.608  0.177
H -2.266 4.815 2.175  0.343
H -1.749 4.221 0.961  0.355
C 2.840 -7.586 3.894  -0.621
C 3.326 -6.432 3.040  -0.088
C 3.845 -6.955 1.686  -0.085
O 4.169 -6.136 0.594  -0.531
C 5.403 -5.432 0.688  -0.259
N 2.179 -5.449 2.847  -0.794
H 1.952 -8.094 3.517  0.200
H 2.485 -7.132 4.819  0.227
H 3.608 -8.303 4.184  0.211
H 4.138 -5.999 3.625  0.182
H 2.986 -7.420 1.202  0.180
H 4.557 -7.780 1.719  0.161
H 6.248 -6.114 0.791  0.154
H 5.554 -4.795 1.559  0.172
H 5.590 -4.824 -0.197  0.194
H 1.472 -6.143 2.648  0.330
H 2.196 -5.023 1.931  0.367

***

The following is a quantum chemistry calculation of C12H30AgF2N7O10S2 as an isolated structure at a distorted geometry, from the Open Molecules 2025 dataset.

Computed properties:
2S+1: 2
Frontier orbital gap (alpha / beta) in eV: 10.112 / 6.678
E_LUMO (alpha / beta) in eV: -2.22 / -5.58
Charge: +1
ΔE to the lowest compared entry with this formula, charge and spin in kJ/mol: 3.2
Expectation value of S²: 0.75

Last column: natural (NBO) charge in e.
Cartesian coordinates (Å):
Ag 0.020 0.211 -0.322  1.552
N 0.685 0.428 -2.316  -1.177
S 1.068 1.683 -3.191  2.442
O -0.023 2.279 -3.926  -0.878
O 2.400 1.633 -3.725  -0.855
F 1.219 2.709 -1.930  -0.518
S 0.912 -0.699 -3.568  2.422
O 2.221 -1.280 -3.629  -0.889
O 0.206 -0.516 -4.809  -0.843
F 0.113 -1.851 -2.838  -0.496
O 2.127 1.020 0.318  -0.657
C 3.148 1.045 0.989  0.700
N 4.113 1.976 0.800  -0.806
C 3.402 -0.002 2.041  -0.732
H 5.057 1.710 1.032  0.399
H 4.047 2.727 0.134  0.418
H 3.459 0.317 3.083  0.234
H 4.269 -0.596 1.748  0.241
H 2.541 -0.670 2.067  0.247
O -1.336 -1.791 -0.419  -0.654
C -2.037 -2.695 -0.019  0.702
N -2.872 -2.520 1.060  -0.838
C -2.106 -4.033 -0.725  -0.723
H -3.408 -3.297 1.399  0.401
H -2.526 -1.792 1.669  0.406
H -2.496 -3.872 -1.730  0.257
H -2.763 -4.754 -0.246  0.217
H -1.075 -4.374 -0.810  0.249
O -0.342 -0.134 1.898  -0.684
C -0.326 0.044 3.121  0.710
N 0.273 1.124 3.635  -0.788
C -0.867 -0.994 4.076  -0.706
H 0.650 1.855 3.064  0.411
H 0.643 0.992 4.564  0.400
H -0.723 -1.971 3.625  0.241
H -1.936 -0.787 4.166  0.251
H -0.444 -0.886 5.072  0.233
O -0.518 2.488 0.518  -0.672
C -0.502 3.708 0.635  0.706
N 0.089 4.328 1.681  -0.807
C -1.119 4.632 -0.372  -0.723
H 0.672 3.868 2.350  0.387
H 0.094 5.334 1.710  0.402
H -1.601 4.114 -1.196  0.250
H -0.428 5.357 -0.800  0.246
H -1.920 5.185 0.130  0.234
O -2.137 0.774 -0.826  -0.696
C -3.182 0.774 -1.466  0.713
N -4.332 0.322 -0.947  -0.791
C -3.231 1.292 -2.888  -0.715
H -5.195 0.388 -1.453  0.407
H -4.338 -0.056 -0.014  0.406
H -2.916 2.334 -2.867  0.250
H -4.184 1.224 -3.408  0.221
H -2.505 0.690 -3.437  0.262
O 1.449 -1.625 -0.036  -0.710
C 1.880 -2.774 -0.160  0.716
N 1.346 -3.774 0.564  -0.812
C 3.052 -3.069 -1.051  -0.720
H 1.722 -4.703 0.481  0.405
H 0.614 -3.566 1.219  0.404
H 3.868 -3.240 -0.346  0.234
H 3.183 -2.265 -1.765  0.282
H 2.842 -3.981 -1.613  0.233

***

The following is a quantum chemistry calculation of a single C9H9N3S2 molecule at a distorted geometry, from the Open Molecules 2025 dataset.

Computed properties:
Frontier orbital gap in eV: 9.083
SMILES string: N#CC(=C1SCCCS1)n1ccnc1
E_LUMO in eV: 0.18
ΔE to the lowest compared entry with this formula, charge and spin in kJ/mol: 243.4

Last column: natural (NBO) charge in e.
Cartesian coordinates (Å):
C 0.953 2.419 -0.040  0.246
C 0.695 0.974 -0.088  -0.058
C -0.531 0.504 -0.046  -0.239
C -3.163 0.040 0.693  -0.551
C -3.221 -1.176 -0.257  -0.450
C -1.910 -1.716 -0.917  -0.498
C 2.077 -0.808 1.100  -0.105
C 3.126 -1.630 0.632  -0.080
C 2.754 -0.013 -0.907  0.212
H -3.028 0.056 1.879  0.252
H -4.082 0.573 0.649  0.239
H -4.004 -0.903 -0.960  0.227
H -3.795 -2.113 0.236  0.222
H -1.592 -1.132 -1.839  0.227
H -1.812 -2.821 -1.190  0.252
H 1.447 -0.833 1.931  0.224
H 3.533 -2.420 1.232  0.222
H 2.654 0.529 -1.854  0.208
N 1.294 3.520 0.140  -0.285
N 1.829 0.140 -0.004  -0.370
N 3.578 -1.034 -0.687  -0.456
S -2.111 1.237 -0.106  0.344
S -0.446 -1.292 0.278  0.219

***

The following is a quantum chemistry calculation of a single C14H25N3 molecule at a distorted geometry, from the Open Molecules 2025 dataset.

Computed properties:
Frontier orbital gap in eV: 9.276
SMILES string: C=C=CCNCCCNCCCNCC=C=C
E_LUMO in eV: 0.81
ΔE to the lowest compared entry with this formula, charge and spin in kJ/mol: 426.3

Last column: natural (NBO) charge in e.
Cartesian coordinates (Å):
C 5.302 1.852 1.136  -0.503
C 5.298 0.583 0.817  0.094
C 5.092 -0.707 0.555  -0.307
C 4.438 -1.244 -0.673  -0.250
C 2.143 -1.344 0.402  -0.223
C 1.703 -0.081 -0.316  -0.433
C 0.463 0.433 0.444  -0.215
C -0.548 1.688 -1.391  -0.213
C -1.636 0.562 -1.583  -0.443
C -2.872 0.811 -0.752  -0.239
C -3.906 -1.398 -0.655  -0.240
C -4.018 -1.451 0.871  -0.305
C -4.703 -0.530 1.542  0.083
C -5.203 0.424 2.278  -0.502
H 4.356 2.265 1.631  0.228
H 6.038 2.616 0.826  0.228
H 5.555 -1.422 1.288  0.220
H 4.233 -0.375 -1.309  0.204
H 5.148 -1.926 -1.127  0.209
H 3.389 -2.861 -0.021  0.348
H 1.163 -1.999 0.349  0.192
H 2.353 -1.197 1.487  0.184
H 2.452 0.774 -0.326  0.212
H 1.445 -0.277 -1.321  0.208
H 0.802 0.567 1.471  0.195
H -0.350 -0.339 0.447  0.156
H -0.866 1.972 0.481  0.345
H -1.006 2.696 -1.519  0.192
H 0.342 1.556 -2.067  0.193
H -1.885 0.397 -2.686  0.220
H -1.130 -0.392 -1.324  0.195
H -3.203 1.845 -0.913  0.197
H -2.590 0.727 0.332  0.171
H -4.900 0.414 -1.108  0.376
H -4.687 -2.007 -1.111  0.212
H -2.991 -1.870 -0.936  0.198
H -3.529 -2.284 1.439  0.231
H -4.559 1.314 2.555  0.222
H -6.296 0.565 2.471  0.226
N 3.170 -2.004 -0.454  -0.612
N -0.041 1.701 -0.052  -0.621
N -3.967 -0.059 -1.181  -0.632

***

The following is a quantum chemistry calculation of C10H18BI2NO6 as an isolated structure, from the Open Molecules 2025 dataset.

Computed properties:
Frontier orbital gap in eV: 9.036
E_LUMO in eV: -0.04

Last column: natural (NBO) charge in e.
Cartesian coordinates (Å):
C -4.620 3.929 -0.762  -0.672
C -3.119 3.974 -0.901  -0.139
I -2.281 5.696 -0.062  0.169
C -2.394 3.010 -1.454  -0.202
I -0.308 3.069 -1.572  0.145
C -2.996 1.757 -2.022  -0.115
O -2.798 0.643 -1.169  -0.556
C -1.883 -0.335 -1.635  -0.065
C -1.626 -1.300 -0.481  -0.426
N -2.848 -1.884 0.077  -0.839
B -0.831 -0.542 0.681  1.161
O -1.495 -0.152 1.825  -0.922
O 0.505 -0.251 0.579  -0.898
H -5.016 4.902 -0.497  0.236
H -4.898 3.217 0.014  0.237
H -5.096 3.628 -1.694  0.223
H -4.072 1.889 -2.130  0.197
H -2.593 1.561 -3.019  0.192
H -0.951 0.147 -1.947  0.167
H -2.285 -0.855 -2.513  0.167
H -1.032 -2.121 -0.889  0.212
H -3.214 -2.617 -0.514  0.355
H -3.557 -1.178 0.210  0.373
H -1.697 -0.891 2.408  0.508
H 0.777 -0.043 -0.321  0.493
C 3.044 -1.952 1.917  -0.627
C 4.546 -2.032 1.883  0.065
C 5.235 -0.973 1.044  -0.093
O 6.414 -1.651 0.595  -0.494
C 6.157 -2.983 0.590  0.969
O 6.856 -3.804 0.098  -0.569
O 4.988 -3.235 1.222  -0.497
H 2.630 -2.734 2.552  0.226
H 2.719 -0.986 2.301  0.233
H 2.631 -2.083 0.917  0.221
H 4.960 -2.046 2.895  0.182
H 5.511 -0.082 1.600  0.205
H 4.638 -0.694 0.173  0.180